[1]
ORCA calculation (ωB97M-V/def2-TZVPD) on a structure of composition C15H22GdN8S7Sb.

As for the HOMO-LUMO gap (spin up / spin down): 6.79 / 7.05 eV. The energy above the lowest of the compared OMol25 structures with the same formula, charge and spin comes out at 0.523 eV. As for the expectation value of S²: 12.337. Its multiplicity is 7. The lowest unoccupied orbital energy (spin up / spin down) comes out at -3.009 / -3.257 eV. The charge is +1.

Each line ends with the Löwdin spin population.
Atoms and positions in Å:
Gd: -0.55383 1.58150 -0.58068  5.0101
C: 3.84736 -0.28254 0.51503  -0.0002
C: 2.69376 0.66281 0.40431  -0.0011
N: 2.03250 0.85553 -0.67419  -0.0079
N: 2.42028 0.18378 -1.79770  0.0005
C: 1.99873 0.62830 -3.01822  -0.0004
N: 2.51394 -0.03881 -4.06448  -0.0002
S: 0.92837 1.88449 -3.20741  -0.0050
C: 2.25571 1.47705 1.56525  0.0001
C: 3.09019 1.68776 2.65156  0.0003
C: 2.65811 2.52200 3.67489  -0.0001
C: 1.41261 3.10567 3.57743  0.0003
C: 0.63630 2.83682 2.45801  0.0058
N: 1.04350 2.04150 1.47250  -0.0003
H: 3.58107 -1.25945 0.10491  0.0000
H: 4.12933 -0.45505 1.54780  0.0000
H: 4.71881 0.10102 -0.02213  0.0000
H: 3.15775 -0.50242 -1.72893  -0.0001
H: 3.26124 -0.70630 -3.96852  0.0000
H: 2.29850 0.29974 -4.98630  0.0000
H: 4.06906 1.23589 2.70014  0.0000
H: 3.29601 2.71174 4.52737  0.0000
H: 1.03263 3.76327 4.34572  0.0000
H: -0.35491 3.25416 2.34171  0.0033
S: -0.48690 4.31027 -0.74673  0.4769
Sb: -2.79359 4.00275 -0.13020  -0.0139
S: -2.39418 2.94563 -2.27433  0.5200
S: -2.49926 2.10132 1.25258  0.0147
C: -0.97183 -2.46797 -4.78167  0.0001
C: -1.45976 -1.03076 -4.62318  0.0002
C: -2.06376 -0.78955 -3.27970  0.0028
N: -1.38837 -0.42535 -2.24608  -0.0035
N: -2.14544 -0.28421 -1.11385  -0.0068
C: -3.41663 -0.50164 -1.31031  0.0044
N: -4.33338 -0.35766 -0.32513  -0.0005
S: -3.75445 -0.99621 -2.93316  0.0053
H: -0.50671 -2.60594 -5.75685  0.0000
H: -1.79306 -3.18032 -4.69952  0.0000
H: -0.23837 -2.71053 -4.01264  0.0000
H: -2.18485 -0.77902 -5.39828  0.0000
H: -0.63235 -0.32393 -4.71744  0.0000
H: -4.03886 0.30670 0.39154  0.0001
H: -5.30030 -0.29144 -0.59817  0.0000
S: 0.19257 -1.20993 0.97615  -0.0046
C: -0.60321 -1.59330 2.38290  -0.0003
N: -0.61858 -2.80428 2.94162  -0.0001
C: -1.58172 -3.02911 4.01207  0.0000
C: -1.80392 -1.65706 4.63845  0.0001
S: -1.59526 -0.47405 3.27404  0.0002
H: -0.18947 -3.56397 2.43503  0.0000
H: -1.18005 -3.73699 4.73506  0.0000
H: -2.51102 -3.43061 3.59878  0.0000
H: -1.07100 -1.45041 5.41658  0.0000
H: -2.80336 -1.56091 5.05437  0.0000

Atoms 1-2, force components in eV/Å:
Gd 0.03 -0.45 0.04
C 0.05 -0.03 -0.02

=====

[2]
ORCA calculation (ωB97M-V/def2-TZVPD) on a structure of composition C15H22N2NiOP in a non-equilibrium geometry.

As for the HOMO-LUMO gap (spin up / spin down): 4.08 / 5.55 eV. The energy above the lowest of the compared OMol25 structures with the same formula, charge and spin comes out at 1.976 eV. As for the expectation value of S²: 2.025. Its multiplicity is 3. The lowest unoccupied orbital energy (spin up / spin down) comes out at 3.081 / 3.067 eV. The charge is -1.

Each line ends with the Löwdin spin population.
Atoms and positions in Å:
C: 1.11327 -0.01204 -1.12442  0.0025
C: -0.03681 0.22034 -1.99932  0.0301
C: -0.69277 -1.02280 -2.20999  0.0015
C: -0.07408 -1.97594 -1.32901  0.0262
C: 1.02326 -1.32076 -0.65548  0.0350
Ni: -0.79347 -0.48465 -0.36355  0.8143
P: 0.27472 2.05842 0.04544  0.0310
H: 1.92680 0.68920 -0.96202  -0.0001
H: -0.30242 1.12977 -2.50598  0.0094
H: -1.41439 -1.19841 -2.97014  -0.0006
H: 1.65361 -1.79300 0.09903  0.0030
H: -0.19663 -3.04209 -1.40054  0.0033
H: -1.09310 2.13490 0.38132  0.0027
H: 0.49267 3.07348 -0.92937  0.0060
H: 1.11028 2.42444 1.13297  0.0115
C: 2.20900 1.30938 7.44528  0.0006
C: 0.71199 1.14397 7.37040  0.0011
N: 0.21823 0.23179 6.30993  0.0078
C: 0.24274 -1.20245 6.70317  0.0047
C: -0.94903 -1.60208 7.55092  0.0029
C: 0.29164 0.66895 4.99765  0.0409
O: 0.85175 1.71530 4.70173  0.0453
C: -0.44000 -0.11960 3.93304  0.1119
C: -1.60251 -0.81448 4.24832  0.2635
C: -2.32540 -1.43706 3.23169  0.0501
C: -1.90634 -1.29978 1.90561  0.2076
N: -0.79381 -0.56788 1.55652  0.2256
C: -0.05039 -0.01884 2.58318  0.0216
H: 2.71316 0.34775 7.55791  0.0001
H: 2.46235 1.93898 8.30078  0.0001
H: 2.56596 1.80127 6.54088  0.0000
H: 0.33691 0.72274 8.30678  0.0003
H: 0.23734 2.11784 7.21641  0.0003
H: 0.30635 -1.80560 5.79083  0.0046
H: 1.16460 -1.34532 7.28352  0.0000
H: -1.59878 -2.28203 6.99843  0.0009
H: -0.61136 -2.13529 8.44105  0.0002
H: -1.54586 -0.74262 7.86491  0.0008
H: -1.94958 -0.83613 5.27125  0.0223
H: -3.22768 -2.01114 3.42311  -0.0036
H: -2.41748 -1.74486 1.04196  0.0152
H: 0.83184 0.55271 2.28240  -0.0006

Atoms 1-2, force components in eV/Å:
C 0.84 -0.74 -2.07
C 1.77 -0.33 -1.20

=====

[3]
ORCA calculation (ωB97M-V/def2-TZVPD) on a structure of composition C15H22N2O3S in a non-equilibrium geometry.

As for the HOMO-LUMO gap: 8.52 eV. The energy above the lowest of the compared OMol25 structures with the same formula, charge and spin comes out at 15.840 eV. The lowest unoccupied orbital energy comes out at -0.324 eV. The charge is 0.

Each line ends with the natural charge from an NBO analysis.
Atoms and positions in Å:
C: -3.86584 -1.55682 -1.47981  -0.6847
C: -2.60061 -0.69378 -1.22328  0.1324
C: -1.60063 -0.34642 -2.18949  -0.2165
C: -0.60870 0.31991 -1.88899  -0.3151
C: -0.53745 0.72716 -0.75392  -0.1081
C: -1.59027 0.59964 0.40218  -0.0564
C: -2.72290 -0.24211 0.22182  -0.1872
C: -3.71285 -0.29205 0.97741  0.6265
O: -4.93424 -0.22879 0.78435  -0.5652
N: -3.16007 -0.61128 2.32640  -0.8355
H: -2.27257 -0.39478 2.54413  0.3787
H: -3.95060 -0.56286 2.99892  0.3982
H: -1.40468 0.99413 1.19422  0.1664
S: 0.88995 1.97273 -0.15316  2.0815
O: 1.08906 2.81995 -1.36661  -0.8762
O: 0.66376 2.32171 1.28765  -0.8664
N: 2.13878 0.59482 -0.24877  -0.7774
H: 2.81399 1.09951 -0.76921  0.3778
C: 2.67091 0.28494 0.88539  -0.0508
C: 3.98677 -0.26100 0.96275  -0.3929
C: 4.27763 -1.28873 -0.37800  -0.3720
C: 3.35176 -2.45363 -0.12388  -0.3607
C: 2.02192 -2.16339 -0.65109  -0.4300
C: 1.01927 -1.88492 0.61589  -0.4238
H: 0.14566 -1.41152 -0.23874  0.2087
C: 1.67826 -0.87683 1.44278  -0.4721
H: 2.10944 -1.59585 2.27309  0.2178
H: 0.76679 -0.22347 1.84502  0.2071
H: 0.77318 -2.88579 1.10715  0.2324
H: 1.65888 -3.19996 -1.13758  0.2120
H: 2.03139 -1.34839 -1.47724  0.2220
H: 3.88650 -3.28472 -1.10447  0.1389
H: 3.52045 -2.96736 0.73096  0.2055
H: 5.35533 -1.69210 -0.22480  0.2070
H: 4.16351 -0.84994 -1.24553  0.1822
H: 4.31600 -0.57082 1.83648  0.2132
H: 4.68817 0.57386 0.55479  0.1836
H: 2.55496 0.98901 1.98400  0.2096
H: 0.08910 0.59814 -2.57122  0.2495
H: -1.96626 -0.74361 -3.05176  0.2289
H: -4.76725 -1.11463 -1.18884  0.2626
H: -4.04362 -2.38772 -0.71674  0.2369
H: -3.99007 -1.88217 -2.58336  0.2115

Atoms 1-2, force components in eV/Å:
C 1.19 -1.74 -1.99
C -3.02 -0.64 2.06

=====

[4]
ORCA calculation (ωB97M-V/def2-TZVPD) on the molecule C15H22N2O4 in a non-equilibrium geometry.

As for the HOMO-LUMO gap: 7.19 eV. The energy above the lowest of the compared OMol25 structures with the same formula, charge and spin comes out at 9.034 eV. As for the SMILES: O=C([C@H](CO)NC(=O)[C@H]1C[C@@]2(C1)C[C@]21CC1)N1CCCO1. The lowest unoccupied orbital energy comes out at 0.615 eV. The charge is 0.

Each line ends with the natural charge from an NBO analysis.
Atoms and positions in Å:
O: 1.91522 2.85323 0.89299  -0.5853
C: 1.16640 2.85927 -0.05652  0.6662
C: -0.14067 2.06398 -0.02765  -0.1530
C: -1.22334 2.80517 0.73412  -0.0668
O: -1.44152 4.03344 0.04531  -0.7382
N: 0.17011 0.81677 0.63553  -0.6080
C: -0.63360 -0.27252 0.50014  0.6835
O: -1.65175 -0.24950 -0.16949  -0.6417
C: -0.14662 -1.51356 1.19387  -0.2930
C: 0.40569 -2.62915 0.25330  -0.3767
C: -0.27338 -3.61530 1.18636  0.0554
C: -1.21580 -2.51324 1.67927  -0.4135
C: 0.31289 -4.62698 1.98556  -0.2641
C: -0.54631 -5.10170 0.78420  -0.4602
C: -1.50140 -6.26556 1.19002  -0.3086
C: -1.97362 -5.31337 0.23485  -0.2829
N: 1.49229 3.36391 -1.29125  -0.1715
C: 0.67787 4.29724 -2.06460  -0.2314
C: 1.61673 4.59229 -3.22146  -0.4375
C: 2.93887 4.69826 -2.47397  -0.0787
O: 2.83043 3.84078 -1.32872  -0.3589
H: -0.48893 1.85099 -1.03887  0.2281
H: -2.11841 2.17991 0.75154  0.1918
H: -0.87730 2.97185 1.75991  0.1725
H: -2.14417 4.51443 0.48980  0.4791
H: 1.01482 0.79045 1.18411  0.4249
H: 0.57167 -1.29043 1.98299  0.2097
H: -0.10757 -2.59805 -0.70756  0.2274
H: 1.47992 -2.72059 0.10606  0.2158
H: -1.51540 -2.50189 2.72674  0.2090
H: -2.09001 -2.43191 1.03164  0.2292
H: 1.36695 -4.88072 1.91958  0.2162
H: -0.10709 -4.72730 2.98864  0.1947
H: -1.14397 -7.23724 0.87792  0.2216
H: -1.96127 -6.25102 2.17900  0.1848
H: -2.75488 -4.63636 0.57990  0.1969
H: -2.01047 -5.53153 -0.82547  0.2187
H: -0.26119 3.82816 -2.34089  0.2341
H: 0.46785 5.19926 -1.48451  0.1993
H: 1.62041 3.75813 -3.92232  0.2145
H: 1.36798 5.50132 -3.76382  0.2246
H: 3.79912 4.37201 -3.05666  0.1953
H: 3.11344 5.71705 -2.11955  0.1770

Atoms 1-2, force components in eV/Å:
O 0.12 -0.08 0.14
C -0.08 -0.21 -0.34

=====

[5]
ORCA calculation (ωB97M-V/def2-TZVPD) on the molecule C15H22N2O4 in a non-equilibrium geometry.

As for the HOMO-LUMO gap: 9.47 eV. The energy above the lowest of the compared OMol25 structures with the same formula, charge and spin comes out at 3.600 eV. As for the SMILES: Cc1cc(C)cc(C(=O)NOCCCCCC(=O)NO)c1. The lowest unoccupied orbital energy comes out at 0.537 eV. The charge is 0.

Each line ends with the natural charge from an NBO analysis.
Atoms and positions in Å:
C: 4.17874 1.05600 -0.48488  -0.6352
C: 3.31745 -0.16169 -0.61041  0.0179
C: 3.88097 -1.42281 -0.74335  -0.2061
C: 3.09277 -2.56155 -0.86422  0.0056
C: 3.73706 -3.90399 -1.03513  -0.6303
C: 1.71320 -2.42961 -0.82883  -0.2354
C: 1.12779 -1.17371 -0.68102  -0.0650
C: -0.35097 -1.00356 -0.68353  0.6403
O: -0.92323 -0.05891 -1.19715  -0.6531
N: -0.99922 -1.97756 -0.00093  -0.3272
O: -2.36813 -2.21256 -0.10887  -0.3606
C: -3.15944 -1.66636 0.94146  -0.0601
C: -3.52017 -0.18894 0.74814  -0.4441
C: -2.66223 0.77360 1.56938  -0.3988
C: -3.18058 2.21015 1.48226  -0.3848
C: -2.87104 2.89076 0.14164  -0.4875
C: -1.44638 3.38890 0.13822  0.6263
O: -1.05648 4.38047 0.74196  -0.6723
N: -0.58992 2.67208 -0.60127  -0.3353
O: 0.75698 3.06713 -0.54456  -0.5731
C: 1.93461 -0.04659 -0.58689  -0.2082
H: 5.01671 1.00942 -1.17712  0.2174
H: 3.59973 1.95381 -0.68302  0.2302
H: 4.58289 1.12380 0.52534  0.2221
H: 4.95715 -1.52394 -0.76817  0.2071
H: 4.35448 -3.91454 -1.93213  0.2227
H: 2.99099 -4.69001 -1.11951  0.2136
H: 4.38218 -4.12533 -0.18581  0.2215
H: 1.09773 -3.30858 -0.96272  0.2043
H: -0.48697 -2.76060 0.38329  0.3880
H: -2.66395 -1.83155 1.90614  0.1723
H: -4.06034 -2.28312 0.89844  0.1962
H: -3.42270 0.03339 -0.31468  0.2322
H: -4.56577 -0.04885 1.02853  0.2026
H: -2.68624 0.45903 2.61638  0.2001
H: -1.62545 0.73419 1.23272  0.2056
H: -2.73327 2.81008 2.27765  0.2222
H: -4.26109 2.20404 1.64112  0.2004
H: -3.03518 2.20859 -0.69010  0.2161
H: -3.51905 3.76082 0.02675  0.2368
H: -0.72359 1.74282 -0.99570  0.4378
H: 0.70269 3.88594 -0.00290  0.4986
H: 1.48725 0.92933 -0.49649  0.2393

Atoms 1-2, force components in eV/Å:
C 0.02 0.01 0.06
C -0.07 -0.08 -0.02